ORCA calculation (ωB97M-V with the def2-TZVPD basis set) on 2 unconnected molecules or ions with the total composition CH3BrI2Si in a non-equilibrium geometry.

The spin multiplicity is 1. Its relative energy (zero: lowest compared OMol25 entry of this formula, charge and spin) is 59.1 kcal/mol. The total energy is -3498.8168 Ha. Its orbital gap (spin up / spin down) is 6.854 / 5.214 eV.

Each line ends with the Löwdin charge.
CARTESIAN COORDINATES (ANGSTROEM)
C (0.235, 0.986, -0.090)  -0.372
Si (0.375, -0.882, 0.012)  -0.306
Br (1.495, -1.865, 1.581)  0.348
I (-3.383, -0.670, 1.084)  -0.257
I (0.630, -1.832, -2.239)  0.435
H (-0.265, 1.464, 0.763)  0.012
H (1.254, 1.535, -0.008)  0.060
H (-0.341, 1.264, -1.102)  0.081